Entry 1:
This record from OMol25 describes C22H26AsN6O10PS2Ti as an isolated structure. The level of theory is wB97M-V/def2-TZVPD.

XYZ file:
```
69
C22H26AsN6O10PS2Ti | OMol25 | wB97M-V/def2-TZVPD
Ti -0.56985 -0.11417 0.12138
C 0.72878 4.10599 -1.00039
C 0.68822 2.61518 -0.95768
N -0.39876 1.94940 -0.77899
N -1.53925 2.71322 -0.62115
C -2.63675 2.02315 -0.75783
N -3.81295 2.68284 -0.63764
S -2.70070 0.33028 -1.13116
C 1.95530 1.86384 -1.08647
C 3.17279 2.43074 -0.73095
C 4.31992 1.66525 -0.85715
C 4.22060 0.36969 -1.33571
C 2.96110 -0.11308 -1.65814
N 1.85839 0.61424 -1.54127
H -0.22108 4.50723 -1.33638
H 1.53863 4.45572 -1.63872
H 0.90205 4.46496 0.01868
H -3.75484 3.60091 -0.22477
H -4.60413 2.12367 -0.36431
H 3.21710 3.43370 -0.33237
H 5.28081 2.07728 -0.57784
H 5.09229 -0.25920 -1.45104
H 2.82697 -1.13179 -2.00630
O -2.01243 -4.88382 -2.96340
C -1.57623 -3.98307 -3.83976
O -1.61020 -4.17314 -5.02621
C -1.03752 -2.71574 -3.28148
C -0.58718 -1.63981 -4.02566
N -0.17523 -0.70188 -3.15806
N -0.31199 -1.10377 -1.90301
C -0.83061 -2.31532 -1.95488
C -1.08146 -2.87399 -0.60250
O -1.52015 -3.98264 -0.39354
O -0.68836 -2.01235 0.30328
H -1.94737 -4.58520 -2.02737
H -0.53644 -1.50528 -5.09246
H 0.21369 0.21471 -3.32214
O -0.69502 -1.62950 3.34440
As 0.89706 1.29628 2.57902
O 1.20662 2.77508 2.02200
O 0.90033 0.26775 1.12256
C -1.34840 -0.99897 4.35226
C -1.02433 -1.19808 5.68835
C -1.71392 -0.51969 6.68061
C -2.72888 0.36767 6.35393
C -3.05330 0.56658 5.02140
C -2.37006 -0.10860 4.02085
S -2.89815 0.09003 2.34235
O -3.84438 1.16700 2.31966
O -3.26620 -1.19248 1.82767
O -1.58541 0.57371 1.68199
H -0.12897 -2.32576 3.69363
H -0.23094 -1.89197 5.94312
H -1.45089 -0.68785 7.71678
H -3.26657 0.89809 7.12710
H -3.84174 1.24836 4.73369
C 4.21633 -3.53490 1.04244
P 2.46109 -3.22890 0.58571
C 2.23866 -4.55046 -0.67520
C 1.61201 -4.02296 2.00875
H 4.40181 -4.57262 1.33040
H 4.50367 -2.88156 1.86731
H 4.85555 -3.29120 0.19207
H 2.69752 -5.49524 -0.37418
H 2.66892 -4.23861 -1.62828
H 1.17208 -4.72388 -0.83259
H 1.85742 -5.08281 2.10904
H 0.53199 -3.91637 1.89214
H 1.92198 -3.51592 2.92680
```

Calculated values
- Strongest force on any atom: 0.72 eV/A
- HOMO-LUMO gap: 7.3 eV
- E_tot: -167569.4481 eV
- Energy above the lowest of the compared OMol25 structures with the same formula, charge and spin: 102.3 kJ/mol
- E_LUMO: -1.12 eV

***

Entry 2:
This record from OMol25 describes C2H4FNO in the gas phase at a distorted geometry. The level of theory is wB97M-V/def2-TZVPD.

XYZ file:
```
9
C2H4FNO | OMol25 | wB97M-V/def2-TZVPD
C -0.62649 0.99202 -0.00628
N -0.24568 -0.42157 0.13208
F -1.19106 -1.38136 -0.05719
C 0.97636 -0.88896 0.01468
O 2.06728 -0.17681 -0.03168
H -1.11728 1.29426 0.92569
H 0.28351 1.46570 -0.42382
H -1.35073 1.14177 -0.66142
H 1.20409 -2.02505 0.10795
```

Calculated values
- Strongest force on any atom: 6.99 eV/A
- HOMO-LUMO gap: 10.8 eV
- E_tot: -8390.7952 eV
- Energy above the lowest of the compared OMol25 structures with the same formula, charge and spin: 333.1 kJ/mol
- E_LUMO: 0.81 eV
- SMILES: CN(F)C=O

***

Entry 3:
This record from OMol25 describes C22H43O10Rb as an isolated structure at a distorted geometry. The level of theory is wB97M-V/def2-TZVPD.

XYZ file:
```
76
C22H43O10Rb | OMol25 | wB97M-V/def2-TZVPD
Rb 0.11805 -3.08873 -3.34224
O 0.30118 -1.06090 0.52363
C 0.27726 -0.24199 -0.49815
O -0.00453 0.94538 -0.30473
O 0.58109 -0.67063 -1.64698
H 0.15046 -0.33987 1.13926
C -4.80951 -3.47286 -1.31920
C -3.40250 -3.11602 -1.04117
O -2.40056 -3.77473 -1.36222
C -3.18652 -1.74408 -0.39211
H -5.08434 -3.98667 -0.39802
H -4.87641 -4.08716 -2.21712
H -5.44805 -2.61222 -1.51838
H -2.12505 -1.71644 -0.14591
H -3.82251 -1.60742 0.48249
H -3.40935 -0.89700 -1.04089
C -0.73745 2.44655 3.63502
C 0.40334 1.79299 2.91800
O 0.30220 0.59782 2.74387
C 1.52542 2.69192 2.40828
H -0.49304 2.85615 4.61512
H -1.42987 1.63835 3.87051
H -1.19441 3.06742 2.86443
H 1.83877 3.39621 3.17891
H 1.21201 3.30034 1.55995
H 2.36476 2.07437 2.08850
C -3.07273 1.63621 0.73268
C -3.84253 1.95795 -0.54346
O -3.29212 2.55808 -1.42621
C -5.30108 1.48060 -0.64182
H -2.60187 0.68128 0.49921
H -3.85250 1.67107 1.49349
H -2.25715 2.33197 0.92978
H -5.34886 0.40484 -0.81083
H -5.74161 1.86281 -1.56266
H -5.80955 1.76029 0.28086
C 3.26305 -3.07270 0.68983
C 3.81896 -2.05976 1.73288
O 5.00682 -1.82818 1.79788
C 2.77828 -1.36482 2.56508
H 3.82943 -3.99819 0.58594
H 3.19658 -2.50433 -0.23787
H 2.25096 -3.34239 0.99157
H 3.33935 -0.81236 3.31880
H 2.03996 -2.04780 2.98521
H 2.22418 -0.60746 2.01057
C 2.73470 0.07741 -4.49453
C 2.84206 0.08858 -6.02032
O 3.86378 0.51146 -6.54770
C 1.62684 -0.44356 -6.75914
H 3.60220 0.57097 -4.05644
H 2.82948 -0.97642 -4.23274
H 1.80001 0.47675 -4.10085
H 1.44689 -1.48574 -6.49538
H 1.79487 -0.22898 -7.81451
H 0.73666 0.06586 -6.39014
C 2.79673 3.11947 -1.10096
C 2.87026 3.30680 -2.64851
O 1.88013 3.00719 -3.33903
C 4.12022 3.87053 -3.21767
H 2.74140 4.09099 -0.60984
H 3.70167 2.69580 -0.66543
H 1.92782 2.50054 -0.87728
H 4.92448 3.18341 -2.95472
H 4.33690 4.83517 -2.75874
H 4.15877 3.97885 -4.30160
C -1.29650 -2.37121 3.49052
C -0.89839 -2.39242 4.94201
O 0.02926 -3.06151 5.39426
C -1.76283 -1.53821 5.80076
H -2.30364 -2.76337 3.34920
H -0.56172 -2.98793 2.97296
H -1.23085 -1.33826 3.14876
H -1.89347 -0.54956 5.36073
H -1.34213 -1.37050 6.79221
H -2.75360 -1.96999 5.94234
```

Calculated values
- Strongest force on any atom: 4.99 eV/A
- HOMO-LUMO gap: 6.8 eV
- E_tot: -44641.1612 eV
- Energy above the lowest of the compared OMol25 structures with the same formula, charge and spin: 130.9 kJ/mol
- E_LUMO: -0.95 eV

***

Entry 4:
This record from OMol25 describes an isolated ion of composition C6H9N2O2 and charge +1 at a distorted geometry. The level of theory is wB97M-V/def2-TZVPD.

XYZ file:
```
19
C6H9N2O2 | OMol25 | wB97M-V/def2-TZVPD
C 1.78048 2.49498 -0.59334
C 0.65179 1.61390 -0.45059
C 0.63929 0.45380 0.20957
C -0.38495 -0.52916 0.32509
C -1.69217 -0.42062 0.14591
N -2.23169 0.79387 -0.11690
N -3.10945 1.49332 0.16613
O -3.86980 2.35331 0.28227
O -2.57945 -1.44350 0.21948
C -2.42755 -2.51069 -0.81827
H 2.52388 2.37821 0.19700
H 1.49455 3.61916 -0.65813
H 2.31277 2.54154 -1.60717
H -0.16482 1.90306 -1.02014
H 1.56879 0.25316 0.72652
H -0.19767 -1.56045 0.55121
H -2.91759 -2.07863 -1.71034
H -2.88306 -3.39617 -0.53808
H -1.34708 -2.56763 -0.81180
```

Calculated values
- Strongest force on any atom: 4.31 eV/A
- HOMO-LUMO gap: 7.0 eV
- Net charge: +1
- E_tot: -13429.6882 eV
- Energy above the lowest of the compared OMol25 structures with the same formula, charge and spin: 709.7 kJ/mol
- E_LUMO: -5.92 eV
- SMILES: C/C=C/C=C(\N=[N+]=O)OC

***

Entry 5:
This record from OMol25 describes C4H7NO in the gas phase at a distorted geometry. The level of theory is wB97M-V/def2-TZVPD.

XYZ file:
```
13
C4H7NO | OMol25 | wB97M-V/def2-TZVPD
C -0.85149 -1.00720 0.43231
C -0.62058 0.79946 -1.02994
O -0.07499 1.48268 -0.07056
C 1.08844 0.83955 0.44545
C 0.84321 -0.69906 0.25716
N 1.64810 -1.54524 -0.02050
H -1.38767 -0.28500 1.05729
H -1.49285 -1.33257 -0.39413
H -0.67895 -1.90051 1.03403
H -1.64006 1.08217 -1.27415
H 0.00161 0.27874 -1.75674
H 1.20493 1.18597 1.47461
H 1.96029 1.10099 -0.15483
```

Calculated values
- Strongest force on any atom: 2.39 eV/A
- HOMO-LUMO gap (alpha / beta): 9.5 / 6.4 eV
- E_tot: -7793.7231 eV
- Energy above the lowest of the compared OMol25 structures with the same formula, charge and spin: 571.3 kJ/mol
- E_LUMO (alpha / beta): 0.59 / -0.76 eV

***

Entry 6:
This record from OMol25 describes C18H29NOS in the gas phase. The level of theory is wB97M-V/def2-TZVPD.

XYZ file:
```
50
C18H29NOS | OMol25 | wB97M-V/def2-TZVPD
C 3.34759 3.64745 -0.30148
S 2.62696 2.04447 -0.76289
C 3.75054 0.97516 0.19695
C 3.51789 -0.49092 -0.15691
C 4.43127 -1.37556 0.71040
N 2.10539 -0.81034 -0.10724
C 1.43996 -0.59184 1.16583
C 0.04449 -1.22245 1.16873
C -0.59643 -1.20287 -0.22255
C -1.99396 -1.85137 -0.11448
O -2.69378 -1.91580 -1.33022
C -0.66755 0.21921 -0.80930
C -1.38685 1.29388 0.01782
C -2.88042 1.14404 0.07249
C -3.54398 0.97618 1.28230
C -4.91978 0.83464 1.32550
C -5.65839 0.86026 0.15516
C -5.01299 1.04127 -1.05588
C -3.63710 1.18523 -1.09499
C 0.29103 -2.05392 -1.15746
C 1.74896 -2.08954 -0.68291
H 2.75448 4.41199 -0.79101
H 3.29883 3.77335 0.77680
H 4.37716 3.69947 -0.64531
H 4.77298 1.26078 -0.05398
H 3.57605 1.16288 1.25739
H 3.81044 -0.62481 -1.20683
H 4.27743 -2.42367 0.46739
H 5.47272 -1.12726 0.52302
H 4.22898 -1.22699 1.76844
H 1.35158 0.48755 1.31496
H 2.01145 -1.00829 2.01308
H -0.58577 -0.70283 1.89118
H 0.10878 -2.26308 1.49405
H -1.88230 -2.88980 0.21166
H -2.58901 -1.32473 0.64237
H -2.97335 -1.02104 -1.56235
H -1.13836 0.15624 -1.79302
H 0.35855 0.55089 -0.96658
H -0.98370 1.31899 1.02992
H -1.15591 2.25681 -0.44753
H -2.97569 0.95515 2.20241
H -5.41654 0.70260 2.27583
H -6.73160 0.74597 0.18714
H -5.58285 1.07359 -1.97317
H -3.14486 1.35272 -2.04367
H -0.09161 -3.07405 -1.20740
H 0.24776 -1.64072 -2.16453
H 2.40135 -2.28549 -1.53660
H 1.89020 -2.91338 0.03741
```

Calculated values
- Strongest force on any atom: 0.57 eV/A
- HOMO-LUMO gap: 9.0 eV
- E_tot: -33509.6342 eV
- Energy above the lowest of the compared OMol25 structures with the same formula, charge and spin: 10.9 kJ/mol
- E_LUMO: 0.77 eV
- SMILES: CSC[C@@H](C)N1CCC(CO)(CCc2ccccc2)CC1

***

Q: Which formula does entry 2 have?
A: C2H4FNO

***

Q: Which value of energy above the lowest of the compared OMol25 structures with the same formula, charge and spin does entry 1 give?
A: 102.3 kJ/mol

***

Q: The highest energy above the lowest of the compared OMol25 structures with the same formula, charge and spin belongs to which entry?
A: C6H9N2O2

***

Q: Which of these has the highest E_tot?
A: C4H7NO